Record 1
16
Properties=species:S:1:pos:R:3 method="wB97M-V/def2-TZVPD" de_lowest_kcal_mol=100.03 lumo_energy_ev=-6.93 homo_lumo_gap_ev=6.22 spin_multiplicity=1 total_charge=+1
C 1.729 -0.035 0.064
C -0.362 0.569 -0.776
C -2.344 -0.234 1.270
N 1.930 -0.285 1.267
N 0.793 1.028 -0.178
N 1.912 -0.829 -1.070
O -0.922 -0.462 -0.360
O -1.125 1.468 -1.389
H -3.330 -0.433 0.721
H -1.637 0.534 1.464
H -1.947 -1.033 1.724
H 2.344 -0.945 1.880
H 1.091 1.992 -0.298
H 2.031 -1.840 -0.861
H 1.890 -0.641 -2.081
H -2.052 1.148 -1.377

=====

Record 2
100
Properties=species:S:1:pos:R:3 method="wB97M-V/def2-TZVPD" lumo_energy_ev="4.22 / 4.12" homo_lumo_gap_ev="1.27 / 7.56" spin_multiplicity=2 total_charge=-2
Cl -14.082 7.318 5.829
O -13.600 8.391 5.013
O -13.871 6.073 5.152
O -13.505 7.314 7.121
O -15.468 7.526 6.004
C -14.436 11.397 2.331
C -13.100 10.721 1.956
C -12.293 11.505 0.896
O -10.972 10.898 0.945
C -10.226 11.172 -0.294
N -12.391 10.591 3.222
H -14.254 12.439 2.592
H -14.961 10.979 3.190
H -15.091 11.460 1.463
H -13.324 9.733 1.555
H -12.261 12.574 1.107
H -12.782 11.491 -0.078
H -10.616 10.480 -1.040
H -9.153 10.981 -0.270
H -10.321 12.224 -0.564
H -12.927 10.109 3.929
H -12.465 11.498 3.662
C -15.297 8.459 10.350
C -13.877 8.345 11.001
C -13.894 8.033 12.547
O -12.524 7.802 12.817
C -12.307 8.080 14.189
N -13.226 7.252 10.253
H -15.878 7.559 10.554
H -15.179 8.767 9.311
H -15.868 9.248 10.838
H -13.359 9.287 10.820
H -14.435 7.098 12.690
H -14.356 8.889 13.039
H -12.806 7.387 14.867
H -12.753 9.029 14.485
H -11.249 8.087 14.450
H -13.441 7.477 9.292
H -13.915 6.516 10.301
C -17.285 11.199 5.753
C -15.845 11.430 6.311
C -15.554 12.807 7.015
O -15.535 13.912 6.085
C -15.302 15.178 6.731
N -15.540 10.362 7.293
H -17.348 10.226 5.266
H -17.523 12.032 5.092
H -17.945 11.279 6.616
H -15.122 11.255 5.515
H -14.569 12.794 7.483
H -16.332 13.001 7.753
H -14.442 15.114 7.398
H -16.197 15.467 7.281
H -15.124 15.892 5.927
H -14.594 10.450 7.637
H -15.528 9.515 6.743
C -10.204 6.910 5.214
C -9.986 7.816 4.037
C -10.933 7.366 2.942
O -11.213 8.435 2.022
C -11.554 7.840 0.770
N -10.135 9.229 4.422
H -9.459 7.013 6.002
H -10.028 5.864 4.963
H -11.193 6.867 5.671
H -8.920 7.788 3.811
H -11.887 7.130 3.413
H -10.568 6.464 2.450
H -12.536 7.377 0.861
H -10.803 7.123 0.436
H -11.659 8.596 -0.007
H -9.249 9.399 4.875
H -10.631 9.127 5.296
C -18.288 7.788 8.627
C -18.706 9.237 8.336
O -17.786 10.154 8.939
H -17.321 7.502 8.214
H -19.011 7.039 8.302
H -18.149 7.633 9.697
H -19.657 9.472 8.815
H -18.834 9.502 7.286
H -17.115 10.227 8.256
C -17.147 8.810 1.351
C -16.068 7.848 1.979
O -15.178 7.356 0.956
H -17.736 9.191 2.185
H -17.781 8.171 0.737
H -16.751 9.704 0.871
H -16.547 6.955 2.381
H -15.486 8.407 2.711
H -15.513 6.540 0.577
C -15.956 4.472 7.744
C -14.807 3.484 7.557
O -14.790 2.616 8.705
H -15.686 5.310 8.387
H -16.882 3.965 8.016
H -16.194 4.921 6.780
H -13.886 4.049 7.414
H -14.955 2.904 6.646
H -15.557 2.039 8.718

=====

Record 3
11
Properties=species:S:1:pos:R:3 method="wB97M-V/def2-TZVPD" de_lowest_kcal_mol=32.76 lumo_energy_ev=0.81 homo_lumo_gap_ev=11.39 spin_multiplicity=1
O -0.723 1.375 -0.844
C -0.913 0.266 -0.032
C -0.373 -1.032 -0.538
C 0.296 -0.349 0.642
C 1.535 0.385 0.569
N 2.479 1.058 0.566
H 0.155 1.748 -0.681
H -1.832 0.320 0.548
H -0.837 -1.987 -0.313
H 0.077 -0.963 -1.523
H 0.135 -0.820 1.606

=====

Record 4
39
Properties=species:S:1:pos:R:3 method="wB97M-V/def2-TZVPD" de_lowest_kcal_mol=0.00 lumo_energy_ev="1.78 / 1.78" homo_lumo_gap_ev="6.18 / 6.12" spin_multiplicity=2 total_charge=-1
Cu -0.079 2.934 2.068
C 3.116 -2.007 -2.581
C 1.829 -2.519 -1.953
C 0.912 -3.123 -3.005
C -0.316 -3.728 -2.348
C -0.991 -2.712 -1.465
C -2.331 -2.821 -1.167
C -2.950 -1.870 -0.365
F -4.265 -2.025 -0.104
C -2.274 -0.801 0.144
C -0.911 -0.669 -0.149
C -0.189 0.490 0.401
O -0.825 1.299 1.101
C 1.194 0.575 0.066
C 1.742 -0.399 -0.710
N 1.093 -1.463 -1.223
C -0.265 -1.622 -0.947
C 2.146 1.684 0.507
O 3.293 1.624 0.066
O 1.671 2.612 1.230
H 3.534 -2.803 -3.198
H 3.870 -1.733 -1.847
H 2.922 -1.143 -3.218
H 2.078 -3.304 -1.227
H 1.466 -3.882 -3.559
H 0.622 -2.341 -3.713
H -0.015 -4.595 -1.750
H -1.023 -4.090 -3.095
H -2.916 -3.642 -1.562
H -2.754 -0.055 0.761
H 2.794 -0.291 -0.927
S 0.730 4.690 3.212
C -0.711 5.260 3.997
C -0.571 6.408 4.845
N -0.431 7.327 5.524
C -1.924 4.674 3.836
S -2.162 3.281 2.822
C -3.081 5.188 4.507
N -4.028 5.590 5.024